(1)
C28H62BGaN12O | the ωB97M-V functional and the def2-TZVPD basis

```
105
Properties=species:S:1:pos:R:3:forces:R:3:mulliken_charge:R:1
Ga 0.5203 -0.3105 0.4241 0.5 0.1 0.8 0.751
O 0.0532 1.5122 -0.8558 0.3 0.3 -0.4 -0.990
N 3.2294 -1.9534 -2.3231 -0.3 0.2 0.0 0.386
N -0.6438 1.1326 1.6368 0.3 -0.8 -0.6 1.142
N -2.8907 1.0491 0.9275 -0.1 0.1 0.0 1.136
N -2.2658 2.5074 2.6130 -0.2 0.0 -0.1 0.498
N 2.0298 0.2208 1.9360 -0.3 0.1 -0.3 1.032
N -0.3609 -1.2925 -0.9525 -0.8 -0.5 -1.6 0.485
N -0.6654 3.6645 -0.6676 -0.3 0.0 0.4 0.391
N 2.3363 -0.5377 -0.6821 -0.7 0.1 0.5 0.147
N 0.0376 -4.2956 2.1655 -0.2 0.2 -0.2 0.393
N 0.4276 -2.0039 1.8502 0.2 0.4 -0.6 0.451
N -1.7228 -2.8204 1.6803 0.1 -0.3 0.1 0.827
N 2.1599 -0.0093 -2.9505 0.0 -0.2 0.2 0.648
C -1.9810 3.9171 2.4357 0.1 0.1 0.0 -1.042
C -1.8985 1.5411 1.6808 0.3 0.1 0.3 -1.069
C 1.8459 -0.4595 -4.2898 -0.1 -0.2 -0.3 -1.181
C 0.2485 1.8147 2.5743 0.1 0.0 0.3 -0.818
C -4.1341 1.7731 0.7565 -0.3 0.3 0.0 -1.381
C -2.4385 -2.0593 2.6933 0.1 0.1 0.2 -0.868
C 4.1950 -1.9786 -3.4027 0.2 0.0 -0.2 -1.196
C 3.3843 -0.9358 0.2419 0.1 0.1 0.1 -0.662
C -0.7904 -5.2741 2.8474 -0.2 -0.2 0.1 -1.110
C 0.5177 4.7316 -2.5270 -0.1 0.2 0.1 -0.423
C -0.8094 -1.5419 -2.0087 1.0 0.4 2.3 -0.237
C -0.7232 2.3997 -1.1991 -0.5 -0.2 0.2 -0.873
C 0.5109 4.4609 -1.0055 0.3 0.1 -0.2 -0.453
C 2.5446 -0.8378 -1.9664 0.2 0.0 -0.1 0.049
C 3.0250 -3.2177 -1.6572 -0.1 -0.1 0.3 -1.042
C 2.1730 1.4233 -2.8057 0.1 0.3 0.1 -0.632
C 3.3795 0.0792 1.3835 0.5 -0.3 -0.6 -1.143
C 1.5685 -2.0327 2.7509 0.1 0.1 0.2 -0.946
C -1.3124 3.1128 -3.4865 -0.1 0.2 0.0 -0.521
C -0.8466 4.5587 -3.2251 0.2 -0.1 -0.1 -1.235
C 1.3329 -4.8148 1.7828 0.3 0.1 -0.1 -1.162
C -0.3865 -3.0449 1.8886 0.2 0.0 0.0 -0.680
C -1.7594 2.2574 -2.2728 0.2 -0.2 -0.3 0.067
C -3.3136 2.2095 3.5692 0.1 0.0 0.2 -1.093
C 1.8623 -0.5907 3.1355 -0.3 -0.7 0.4 -1.362
C 1.7124 1.6157 2.2072 -0.4 0.6 0.0 -1.626
C -2.8657 -0.1798 0.1810 0.3 -0.3 -0.2 0.122
C -2.5201 -3.7983 0.9622 -0.1 0.0 -0.1 -1.290
B -1.4761 -1.7815 -3.3452 -0.2 0.0 -0.5 0.776
H -4.0226 2.8200 1.0218 0.0 0.0 0.0 0.357
H -3.1929 -3.2640 0.2913 -0.1 0.0 0.0 0.295
H -1.1473 -6.0489 2.1653 0.0 0.0 0.0 0.376
H -1.8482 1.2162 -2.5887 -0.1 0.1 0.1 -0.540
H 3.2363 -1.9426 0.6420 0.1 0.0 -0.1 -0.071
H -0.8040 -2.4956 -4.0136 0.3 -0.2 -0.2 -0.123
H -2.7451 0.0056 -0.8875 0.0 0.0 0.0 0.400
H 1.7615 -4.2092 0.9878 0.0 0.0 0.0 0.227
H -3.5172 1.1425 3.5806 -0.1 -0.1 0.0 0.252
H -1.4651 4.3232 3.3087 0.0 0.1 0.0 0.326
H -2.7273 2.6190 -1.9190 0.0 0.0 0.1 0.470
H 0.0915 2.8924 2.5529 0.1 -0.1 0.1 0.531
H 3.8527 -3.4664 -0.9872 0.0 0.0 0.0 0.288
H -2.9135 4.4783 2.3171 0.0 0.0 0.0 0.437
H -2.9620 2.5006 4.5608 -0.1 0.0 0.1 0.373
H -1.6359 -4.7986 3.3315 0.0 0.0 0.0 0.324
H 2.9384 1.8471 -3.4647 0.0 0.0 0.0 0.505
H 5.1246 -2.4139 -3.0301 0.0 0.0 0.0 0.399
H 4.4088 -0.9699 -3.7401 0.0 0.0 0.0 0.340
H -3.4057 -1.7599 2.3001 0.0 0.1 0.0 0.407
H 0.8567 5.7534 -2.6977 0.1 0.0 0.0 0.517
H 2.3470 2.0159 3.0074 0.0 0.0 -0.1 0.543
H 1.4070 3.9187 -0.7015 0.0 0.1 0.1 -0.036
H -0.1839 -5.7539 3.6165 0.0 0.0 0.0 0.416
H 2.0871 -3.1820 -1.1049 0.0 0.0 0.1 0.046
H -2.1662 3.1583 -4.1663 0.1 -0.1 0.0 0.557
H -4.2426 2.7510 3.3752 -0.1 0.0 -0.1 0.368
H -4.4240 1.7137 -0.2934 0.0 0.0 0.0 0.503
H 2.7520 -0.5413 3.7734 -0.1 0.1 0.0 0.356
H 4.3594 -0.9085 -0.2560 0.0 -0.1 0.2 0.957
H 0.4566 5.3899 -0.4384 0.1 -0.1 0.0 0.634
H 3.7005 1.0413 0.9775 0.0 -0.1 0.1 0.314
H -2.5471 -2.2493 -3.1168 -0.4 -0.1 0.1 -0.097
H -3.1190 -4.4326 1.6182 0.0 0.0 0.0 0.410
H 1.0061 -0.2188 3.6972 0.1 0.0 0.0 0.212
H -1.8663 -1.1752 2.9692 0.0 0.0 0.0 0.087
H 4.0856 -0.2207 2.1632 0.0 0.1 0.0 0.297
H 2.0229 -4.8617 2.6299 0.0 0.0 -0.1 0.327
H 1.3130 -2.5954 3.6550 0.1 0.0 0.0 0.966
H 1.8949 2.1742 1.2851 0.1 0.0 0.1 0.252
H 1.1976 -5.8282 1.4041 0.0 0.0 0.0 0.445
H 2.6037 -0.1470 -5.0114 0.0 0.0 0.0 0.382
H -1.5659 -0.6781 -3.8092 0.0 0.3 -0.2 -0.080
H 2.4618 -2.4867 2.3173 0.0 -0.1 0.1 0.110
H 1.2326 4.0712 -3.0133 0.1 0.0 -0.1 0.076
H 1.2050 1.8331 -3.0859 0.1 0.0 0.0 -0.483
H 1.7367 -1.5378 -4.3187 0.0 0.0 0.0 0.404
H -1.4886 4.2037 -0.9218 0.1 -0.2 -0.1 0.523
H -0.5199 2.5861 -4.0211 0.0 0.0 0.0 0.092
H -1.8672 -4.4163 0.3527 0.0 -0.1 0.0 0.415
H -3.8233 -0.6897 0.3181 0.1 0.0 0.0 0.709
H -1.3776 4.0667 1.5434 0.0 0.0 0.1 0.108
H 3.8537 -2.5775 -4.2495 0.0 0.0 0.0 0.382
H -4.9380 1.3325 1.3516 0.0 0.0 0.0 0.318
H -0.7450 5.0208 -4.2090 -0.1 0.1 0.1 0.503
H -2.0553 -0.8186 0.5213 -0.3 0.0 0.0 -1.376
H 0.8912 -0.0257 -4.5904 0.0 0.0 0.0 0.202
H 2.9514 -4.0012 -2.4101 0.0 0.0 0.0 0.547
H -2.6153 -2.6605 3.5933 0.0 0.0 0.0 0.354
H -1.6244 5.1253 -2.7049 -0.1 0.1 -0.1 0.332
H 2.3961 1.6803 -1.7745 0.0 0.1 0.0 0.180
H 0.0373 1.4824 3.5982 0.1 0.1 -0.1 0.385
```
Forces are in eV/Å.

The HOMO energy comes out at -0.511 hartree. Its energy above the lowest of the compared OMol25 structures with the same formula, charge and spin is 0.552 eV. For the LUMO energy, the calculation gives -4.1 eV. The calculation puts the calculated total energy at -103011.41951 eV. The charge is +2. The frontier orbital gap comes out at 9.81 eV.

(2)
C28H62BrN2O9P2 | the ωB97M-V functional and the def2-TZVPD basis

```
104
Properties=species:S:1:pos:R:3:forces:R:3:mulliken_charge:R:1
Br -2.1085 -7.0065 -5.3247 0.5 0.4 1.5 -0.148
P 4.0847 2.6126 4.8624 0.1 -9.5 -2.9 1.114
P -0.9283 4.6230 0.6186 8.4 -4.6 -0.1 0.857
O 3.5473 -4.1864 -2.2445 -2.3 -1.3 0.7 -0.320
O 0.5790 5.1474 0.1786 -0.7 0.3 -0.2 -0.266
O 5.2422 1.4162 4.9320 0.4 1.4 0.4 -0.340
O -0.6400 5.4859 2.0901 -3.2 0.7 -2.0 -0.253
O 3.1206 1.8999 3.7209 -0.3 0.5 0.2 -0.493
O -0.4376 3.2901 1.4896 -1.9 0.1 0.1 -0.237
O 3.2640 2.0928 6.0680 0.8 4.5 0.0 -0.737
O -1.1863 3.8507 -0.6983 -3.4 2.8 1.3 -0.802
O 5.0018 3.1933 3.5153 -1.2 2.5 2.5 -0.201
N -2.4268 -1.6309 -1.8164 4.4 -3.5 0.1 0.965
N -3.0181 -1.2980 -0.6054 -1.7 2.2 0.9 -0.964
C -2.8188 -1.3025 -3.2506 0.4 0.9 -2.1 -0.198
C 0.2722 7.5421 -0.0425 0.0 0.1 0.0 -0.977
C -2.8220 4.9810 3.0509 0.0 -0.1 0.2 -1.079
C 1.8886 2.5248 3.4105 -0.2 0.3 -0.3 -0.264
C 3.3924 -5.6350 -2.4524 0.2 -0.5 -0.3 -0.331
C -5.1886 -2.6503 -2.7823 -0.9 0.0 -0.7 -0.982
C 6.5909 4.4428 4.8766 0.2 0.0 0.0 -1.110
C -6.0706 -3.9636 -3.3024 -0.1 0.0 1.8 0.238
C 2.5643 -3.6707 -1.2773 0.8 1.4 0.7 -0.528
C 0.6647 6.2410 -0.7167 0.3 0.5 -0.3 -0.363
C 0.1116 1.3196 0.1954 0.4 0.1 0.0 -0.202
C -4.1347 -2.0814 -3.9068 -0.6 -0.1 0.4 -0.711
C 4.6925 -0.5153 6.2835 -0.1 -0.2 -0.1 -1.069
C 5.5174 0.7550 6.1576 0.0 -0.4 0.4 -0.337
C 1.9012 -2.3130 -1.9472 1.3 0.0 0.0 -0.330
C -0.8835 1.9923 1.1266 0.1 -0.4 -0.1 -1.049
C -1.2897 -2.4121 -1.6891 -0.5 0.1 -2.4 -0.458
C 1.0426 -2.5790 -3.3145 1.0 0.1 0.5 -0.557
C -1.3788 -1.6437 -4.0258 -0.3 0.9 0.0 -1.086
C -5.3391 -5.2814 -2.5978 0.2 1.4 0.1 -0.558
C -0.3575 -5.5362 -3.2737 -0.7 -0.6 -1.8 -0.119
C -0.5675 -2.7839 -3.1104 -1.8 1.7 -2.2 1.212
C 5.5990 4.4641 3.7295 0.6 0.5 -0.2 -0.249
C -7.5561 -3.8355 -2.5519 0.9 0.0 0.3 -1.108
C -1.0159 -4.1715 -3.9093 0.5 -0.2 0.5 -0.595
C -1.5211 -6.7143 -3.3932 0.6 -0.5 1.4 -0.686
C 2.0980 3.8009 2.6173 -0.1 0.3 0.0 0.303
C -1.8103 6.0445 2.6694 -0.5 0.3 0.8 -0.304
H 4.8122 5.2025 3.9158 0.1 0.2 -0.1 0.246
H 0.0421 6.0557 -1.5999 0.1 0.0 0.0 0.277
H 0.4037 1.9660 -0.6364 -0.3 0.0 0.1 0.338
H 7.0965 5.4093 4.9663 -0.1 -0.1 0.0 0.416
H -1.5038 6.5997 3.5615 0.1 -0.1 -0.2 0.359
H 5.0369 -1.2616 5.5593 0.0 0.1 0.1 0.281
H -5.9734 -1.8064 -2.5654 1.6 -1.5 -0.2 0.348
H 1.3074 1.8174 2.8121 0.2 -0.1 0.1 -0.016
H -2.7017 -0.3438 -0.2631 -0.1 -1.4 -0.8 0.152
H -5.6639 -5.2324 -1.4527 0.7 -0.4 -2.5 0.311
H 1.7038 6.3056 -1.0518 -0.1 -0.2 0.1 0.336
H -4.0620 -1.1984 -0.6832 1.4 -0.4 -0.3 0.333
H 0.8074 7.6703 0.9032 0.0 0.0 -0.2 0.247
H -5.6121 -6.2967 -3.1135 0.6 2.0 1.1 0.390
H -1.5412 -2.0191 -5.1468 0.2 0.9 2.6 0.325
H -1.8859 2.0338 0.6878 0.1 0.1 -0.1 0.522
H 6.1103 4.7483 2.8044 -0.2 -0.1 0.0 0.386
H -2.1793 -4.2822 -3.9884 2.2 0.3 0.3 -0.250
H 7.3421 3.6606 4.7269 -0.1 0.1 0.0 0.257
H 2.5610 4.5702 3.2403 0.1 0.1 0.1 0.277
H -0.6085 -4.0282 -5.0190 -0.9 -0.2 2.5 0.366
H -2.3671 4.2265 3.7008 0.0 0.2 -0.1 0.243
H -4.7293 -1.2965 -4.5819 1.5 -1.7 1.5 0.324
H 1.0335 1.0819 0.7372 -0.2 -0.1 -0.1 0.260
H -7.3871 -3.2238 -1.5434 -0.4 -1.3 -2.1 0.285
H -0.7689 -2.8256 -0.7273 -1.8 1.3 -1.4 0.452
H -3.2013 4.4579 2.1667 -0.1 0.0 -0.1 0.320
H 1.3245 2.7243 4.3292 0.0 -0.1 0.0 0.155
H 1.5330 -3.5276 -3.8475 -1.2 2.0 1.2 0.241
H 0.4892 8.3948 -0.6920 -0.1 -0.1 0.1 0.423
H 4.0007 -6.1945 -1.6168 -1.2 0.9 -1.8 0.283
H -7.8676 -4.9180 -2.2236 0.2 2.2 -0.9 0.331
H -4.6934 -2.9850 -1.7703 -0.8 0.7 -2.0 0.400
H -0.9700 1.4029 2.0472 0.1 0.2 0.0 0.484
H -2.2512 6.7596 1.9670 0.0 0.1 0.2 0.263
H 1.2587 -1.6511 -4.0327 -0.8 -2.1 1.5 0.435
H -3.8330 -2.9627 -4.6226 -0.2 1.7 1.5 0.365
H 0.0814 -5.4136 -2.1935 -1.1 -0.3 -2.0 0.008
H 6.0927 4.2326 5.8290 0.0 0.1 0.1 0.322
H 3.1916 -3.3437 -0.3157 -1.5 -0.6 -2.0 0.345
H 1.7807 -4.4525 -0.8996 1.4 1.2 -1.0 0.237
H -2.5082 -6.4539 -2.7958 2.2 -0.5 -1.3 0.196
H -1.1071 -7.7742 -3.0405 -1.0 2.5 -0.8 0.442
H -8.3521 -3.2700 -3.1979 1.5 -1.3 1.3 0.295
H -0.7971 7.5518 0.1832 -0.1 0.1 0.0 0.212
H 2.2664 -5.9620 -2.4188 2.1 0.6 0.1 0.056
H -0.8096 -0.6070 -4.0418 -0.9 -2.3 0.0 0.375
H 3.6343 -0.3458 6.0681 0.1 0.2 0.2 0.282
H 1.3453 -1.7171 -1.1085 0.8 -1.0 -1.6 -0.037
H 2.7611 3.6277 1.7644 -0.1 0.0 0.1 0.254
H 5.3587 1.4277 7.0069 -0.1 -0.2 -0.1 0.336
H 0.5122 -5.8708 -4.0116 -1.7 0.7 1.8 0.232
H -3.0128 -0.1270 -3.3218 0.4 -2.6 0.5 0.403
H 2.8313 -1.6346 -2.2643 -2.0 -1.6 0.8 0.356
H 4.7826 -0.9383 7.2873 0.0 0.0 -0.1 0.349
H 1.1434 4.1899 2.2520 0.8 -0.1 0.4 -0.287
H 6.5825 0.4942 6.1606 -0.1 0.1 -0.2 0.366
H -4.1731 -5.0455 -2.6001 -2.3 -0.9 -0.2 -0.349
H -0.3018 0.3924 -0.2097 0.0 -0.1 0.0 -0.289
H -6.1475 -4.0409 -4.4685 0.2 0.2 2.3 0.395
H 3.7822 -5.8914 -3.5396 -0.6 0.6 2.4 0.226
H -3.6751 5.4296 3.5695 0.1 -0.1 -0.1 0.433
```
Forces are in eV/Å.

The HOMO energy comes out at -0.405 hartree. For the LUMO energy, the calculation gives -4.3 eV. The calculation puts the calculated total energy at -140051.51209 eV. The charge is +1. The frontier orbital gap comes out at 6.71 eV.